[1]
119
Properties=species:S:1:pos:R:3:forces:R:3 method="wB97M-V/def2-TZVPD" homo_lumo_gap_ev=5.44 homo_ev=-10.96 multiplicity=1 total_charge=+1 mol_weight_g_mol=1118.59 total_energy_ev=-138465.1074
S 1.4727 0.7444 0.0543 0.2 -0.4 -1.3
C 1.9789 -0.1951 -1.1835 0.2 1.2 1.2
S 2.3107 -1.9641 -0.8260 0.5 0.6 -0.5
C 4.1719 -1.9787 -0.7708 0.2 0.2 -1.3
C 4.7582 -3.0192 -1.8203 0.4 0.0 1.6
C 6.3272 -2.7540 -1.8693 -0.9 0.3 -1.3
S 7.1736 -3.9928 -0.8309 0.2 0.6 0.5
Cl 9.1737 -3.6649 -1.0984 -1.2 -0.5 -0.1
N 2.1781 0.3742 -2.4803 -0.2 -2.8 2.4
C 2.7757 1.5772 -2.7963 -0.8 -0.3 -3.4
C 2.6327 1.5736 -4.2289 0.4 -0.1 2.6
N 2.0269 0.4025 -4.6487 -0.4 -0.3 0.3
C 1.7386 -0.3501 -3.5790 1.6 2.9 -1.5
H 4.5056 -2.1683 0.2738 -0.3 0.0 -0.7
H 4.5709 -0.9778 -1.0857 -0.7 -0.7 0.4
H 4.2870 -2.9214 -2.8235 0.5 0.1 0.7
H 4.5142 -4.0523 -1.4458 0.4 1.1 -0.6
H 6.7050 -2.7420 -2.9162 0.0 -0.4 0.8
H 6.5484 -1.7559 -1.4275 0.2 -0.9 0.0
H 6.8766 -5.2393 -1.3546 0.5 0.8 -0.4
H 3.2251 2.3053 -2.1032 -0.6 -0.8 -0.3
H 2.9798 2.4001 -4.8762 -0.4 -1.0 0.2
H 1.2606 -1.3390 -3.5602 0.3 0.8 0.2
C 2.3636 -1.0755 5.4452 0.0 0.0 0.1
C 1.7530 -0.0918 6.1030 0.1 -0.2 0.0
C 0.9977 0.9620 5.3832 -0.1 0.2 0.1
O 0.4436 1.8589 5.9821 0.1 -0.1 0.0
C 0.9474 0.8768 3.9047 0.0 0.0 -0.2
C 1.5586 -0.1081 3.2481 0.0 -0.1 0.1
C 2.3126 -1.1593 3.9674 0.0 -0.1 -0.1
O 2.8706 -2.0597 3.3664 0.0 0.1 0.0
H 2.9203 -1.8527 5.9538 0.0 0.0 0.0
H 1.7789 -0.0149 7.1827 0.0 0.0 0.0
H 0.3906 1.6543 3.3937 0.0 0.0 0.0
H 1.5325 -0.1853 2.1650 0.0 -0.1 0.4
C -1.1607 6.1525 -0.1910 0.0 0.0 0.0
C -1.3078 5.0400 0.5266 0.1 0.0 0.1
C -0.2646 3.9910 0.5376 -0.2 0.1 0.1
O -0.4042 2.9716 1.1951 0.2 0.1 -0.1
C 0.9504 4.2254 -0.2781 0.1 0.1 0.0
C 1.0972 5.3369 -0.9953 0.1 -0.2 0.0
C 0.0516 6.3874 -1.0064 -0.1 0.2 -0.1
O 0.1872 7.4019 -1.6592 0.0 -0.1 0.0
H -1.9171 6.9305 -0.2094 0.3 -0.2 0.1
H -2.1882 4.8553 1.1271 0.0 0.0 0.0
H 1.7020 3.4492 -0.2572 0.0 0.0 0.0
H 1.9776 5.5250 -1.5978 0.0 0.0 0.0
C -3.4476 1.9197 0.5477 0.1 -0.1 -0.1
C -3.6940 0.6115 0.5712 0.1 0.2 0.0
C -5.0796 0.0894 0.5676 0.0 -0.2 0.0
O -5.3039 -1.1031 0.5908 0.0 0.1 0.0
C -6.1815 1.0791 0.5356 -0.1 0.2 0.0
C -5.9357 2.3875 0.5122 -0.1 -0.1 0.0
C -4.5491 2.9092 0.5155 -0.1 0.2 0.0
O -4.3282 4.1049 0.4920 -0.1 -0.2 0.0
H -2.4419 2.3165 0.5514 0.0 0.0 0.1
H -2.9008 -0.1255 0.5943 0.0 0.0 0.0
H -7.1879 0.6798 0.5328 0.0 0.0 0.0
H -6.7286 3.1245 0.4894 0.0 0.0 0.0
C -0.0160 -6.8216 -1.3095 0.0 0.1 -0.1
C 1.0606 -6.1204 -1.6578 0.2 0.2 0.1
C 2.1001 -5.7736 -0.6664 -0.3 -0.1 0.1
O 3.0888 -5.1266 -0.9881 -0.3 -0.4 0.2
C 1.9051 -6.2329 0.7254 0.2 0.1 0.0
C 0.8298 -6.9341 1.0762 0.1 0.0 0.1
C -0.2153 -7.2843 0.0845 -0.2 -0.1 0.0
O -1.1936 -7.9244 0.4016 0.1 0.0 0.0
H -0.7879 -7.0841 -2.0211 0.0 0.0 0.0
H 1.2220 -5.7762 -2.6677 0.0 0.0 0.1
H 2.6778 -5.9685 1.4363 -0.1 0.0 0.0
H 0.6701 -7.2777 2.0908 0.0 0.0 0.0
C -6.0891 8.9093 -1.8062 0.1 -0.1 0.1
C -5.4304 8.1780 -0.9087 -0.1 -0.1 -0.1
C -4.0817 8.5697 -0.4418 0.0 0.0 0.0
O -3.4790 7.9005 0.3766 -0.3 0.3 0.0
C -3.4922 9.8049 -1.0072 0.1 0.1 0.0
C -4.1503 10.5363 -1.9044 0.2 0.0 0.1
C -5.5013 10.1450 -2.3731 -0.2 0.1 -0.2
O -6.1019 10.8124 -3.1888 0.1 0.0 0.1
H -7.0758 8.6386 -2.1599 0.0 0.0 0.0
H -5.8449 7.2736 -0.4836 0.0 0.0 0.1
H -2.5051 10.0748 -0.6526 0.0 0.0 0.0
H -3.7352 11.4416 -2.3294 0.0 0.0 0.0
C 5.6878 -6.8578 3.9371 0.2 0.0 0.0
C 6.7512 -7.6580 3.8897 -0.1 0.2 0.0
C 6.6219 -9.0868 3.5169 0.2 -0.2 0.0
O 7.5894 -9.8157 3.4749 -0.1 0.1 0.0
C 5.2646 -9.5895 3.1979 -0.2 0.0 0.0
C 4.2016 -8.7886 3.2456 0.1 -0.1 -0.1
C 4.3315 -7.3610 3.6179 -0.2 0.0 0.1
O 3.3633 -6.6282 3.6594 0.1 -0.1 -0.1
H 5.7622 -5.8119 4.2082 -0.1 0.0 0.0
H 7.7498 -7.3075 4.1193 0.0 -0.1 0.0
H 5.1892 -10.6351 2.9273 0.0 0.0 0.0
H 3.2028 -9.1390 3.0166 0.0 0.0 0.0
C 0.5852 -7.7268 -6.5020 0.0 0.0 -0.1
C 0.9538 -8.7161 -7.3136 -0.1 0.2 0.0
C 1.5774 -9.9519 -6.7844 0.0 -0.2 -0.2
O 1.9155 -10.8522 -7.5211 0.0 0.1 0.1
C 1.7728 -10.0442 -5.3177 0.0 0.0 0.2
C 1.4037 -9.0543 -4.5077 0.1 -0.1 0.0
C 0.7810 -7.8202 -5.0379 -0.1 0.1 0.0
O 0.4420 -6.9162 -4.2964 0.0 -0.2 -0.4
H 0.1289 -6.8166 -6.8702 0.0 0.0 0.0
H 0.8176 -8.6653 -8.3864 0.0 0.0 0.0
H 2.2288 -10.9542 -4.9485 0.0 0.0 0.0
H 1.5393 -9.1044 -3.4343 0.0 0.0 0.0
C -6.7117 10.2361 1.7525 0.1 0.1 0.1
C -6.6836 11.3155 2.5312 0.1 -0.1 -0.2
C -7.3641 11.3315 3.8473 0.0 0.2 0.2
O -7.3405 12.3150 4.5563 0.0 -0.1 -0.1
C -8.0751 10.1001 4.2630 -0.1 -0.2 0.0
C -8.1029 9.0209 3.4838 0.0 0.1 0.1
C -7.4228 9.0045 2.1684 0.0 -0.2 -0.1
O -7.4479 8.0171 1.4597 0.0 0.1 0.1
H -6.2212 10.2074 0.7886 0.0 0.0 0.0
H -6.1683 12.2232 2.2432 0.0 0.0 0.0
H -8.5659 10.1296 5.2276 0.0 0.0 0.0
H -8.6182 8.1132 3.7717 0.0 0.0 0.0

[2]
108
Properties=species:S:1:pos:R:3:forces:R:3 method="wB97M-V/def2-TZVPD" homo_lumo_gap_ev=4.35 homo_ev=-2.65 multiplicity=1 total_charge=-1 mol_weight_g_mol=970.86 total_energy_ev=-98431.7695
Rb -0.2634 0.6331 -0.0635 -0.2 0.1 0.1
C 0.3197 -2.2258 3.9065 0.0 0.0 0.0
C -0.0399 -1.0041 3.3062 0.0 0.0 0.0
N 0.7585 -0.3176 2.5259 0.1 0.0 0.0
C 2.0070 -0.7875 2.2707 0.0 -0.1 0.1
C 2.4635 -2.0085 2.8358 0.0 0.0 0.0
C 1.5684 -2.7181 3.6655 0.0 0.0 0.0
C 3.7591 -2.4988 2.5528 0.0 0.0 0.0
C 4.5603 -1.7777 1.7076 0.0 0.0 0.0
C 4.1377 -0.5674 1.1433 0.0 -0.1 0.0
C 2.8770 -0.0144 1.3922 0.1 0.0 0.0
N 2.3892 1.1078 0.8218 0.0 0.0 -0.1
C 3.1701 2.1540 0.4799 -0.1 -0.1 0.0
C 4.4025 2.4842 1.0558 0.0 0.0 0.0
C 5.0856 3.6659 0.7446 0.0 0.0 0.0
C 4.5962 4.5757 -0.1544 0.0 0.0 0.0
C 3.3581 4.3035 -0.7795 0.0 -0.1 0.0
C 2.7668 5.2016 -1.6955 0.0 0.0 0.0
C 1.5657 4.9083 -2.2696 0.0 0.0 0.0
C 0.9525 3.6870 -1.9374 0.0 0.0 -0.1
N 1.4673 2.8248 -1.0990 0.1 -0.1 0.1
C 2.6496 3.1079 -0.4911 0.0 0.0 0.0
H -0.3889 -2.7516 4.5340 0.0 0.0 0.0
H -1.0288 -0.5849 3.4806 0.0 0.0 0.0
H 1.8882 -3.6664 4.0851 0.0 0.0 0.0
H 4.0845 -3.4327 2.9954 0.0 0.0 0.0
H 5.5517 -2.1445 1.4622 0.0 0.0 0.0
H 4.8050 -0.0443 0.4711 0.0 0.0 0.0
H 4.8212 1.8256 1.8042 0.0 0.0 0.0
H 6.0265 3.8629 1.2477 0.0 0.0 0.0
H 5.1222 5.4935 -0.3862 0.0 0.0 0.0
H 3.2822 6.1293 -1.9209 0.0 0.0 0.0
H 1.0813 5.5865 -2.9599 0.0 0.0 0.0
H -0.0004 3.4198 -2.3886 0.0 0.0 0.0
N -1.5746 -2.7954 0.3428 0.0 -0.1 0.0
P -2.7124 -2.2028 -0.8168 0.0 -0.1 0.1
C -3.6742 -3.7145 -1.2554 0.0 0.0 0.0
C -3.7755 -4.8432 -0.4474 0.0 0.0 0.0
C -4.5009 -5.9481 -0.8631 0.0 0.0 0.0
C -5.1382 -5.9400 -2.0989 0.0 0.0 0.0
C -5.0413 -4.8228 -2.9149 0.0 0.0 0.0
C -4.3072 -3.7217 -2.4937 0.0 0.1 0.0
C -3.8906 -1.3787 0.3117 0.0 0.1 -0.1
C -4.3526 -0.1131 -0.0413 0.0 0.0 0.0
C -5.2875 0.5486 0.7478 0.0 0.0 0.0
C -5.7375 -0.0436 1.9160 0.0 0.0 0.0
C -5.2671 -1.2980 2.2902 0.0 0.0 0.1
C -4.3576 -1.9652 1.4891 0.0 -0.1 0.0
P 0.1260 -2.9350 0.0329 0.2 -0.1 0.0
C 0.5293 -4.4871 0.9387 -0.1 0.0 0.0
C 1.8589 -4.9032 0.9181 0.0 0.1 0.0
C 2.2553 -6.0370 1.6075 0.0 0.0 0.0
C 1.3275 -6.7643 2.3439 0.0 0.0 0.0
C 0.0033 -6.3515 2.3774 0.0 0.0 0.0
C -0.3923 -5.2197 1.6760 0.0 0.0 0.0
C 0.1609 -3.6186 -1.6703 0.0 0.1 0.0
C 1.0864 -3.0575 -2.5445 0.0 0.1 0.0
C 1.2342 -3.5525 -3.8342 0.0 0.0 0.0
C 0.4298 -4.5941 -4.2703 0.0 0.0 0.0
C -0.4960 -5.1657 -3.4020 0.0 0.0 0.0
C -0.6121 -4.6951 -2.1053 -0.1 0.0 0.1
H -1.7526 -2.4873 1.2925 0.0 0.0 0.0
H -3.2610 -4.8624 0.5054 0.0 0.0 0.0
H -4.5680 -6.8214 -0.2257 0.0 0.0 0.0
H -5.7009 -6.8059 -2.4245 0.0 0.0 0.0
H -5.5221 -4.8100 -3.8848 0.0 0.0 0.0
H -4.2163 -2.8584 -3.1456 0.0 0.0 0.0
H -3.9782 0.3728 -0.9357 0.0 0.0 0.0
H -5.6398 1.5308 0.4639 0.0 0.0 0.0
H -6.4448 0.4858 2.5415 0.0 0.0 0.0
H -5.6181 -1.7602 3.2052 0.0 0.0 0.0
H -4.0239 -2.9572 1.7754 0.0 0.0 0.0
H 2.5952 -4.3176 0.3775 0.0 0.0 0.0
H 3.2938 -6.3437 1.5844 0.0 0.0 0.0
H 1.6370 -7.6453 2.8924 0.0 0.0 0.0
H -0.7244 -6.9112 2.9526 0.0 0.0 0.0
H -1.4242 -4.8941 1.7078 0.0 0.0 0.0
H 1.6980 -2.2271 -2.2070 0.0 0.0 0.0
H 1.9677 -3.1137 -4.4992 0.0 0.0 0.0
H 0.5230 -4.9661 -5.2831 0.0 0.0 0.0
H -1.1204 -5.9852 -3.7351 0.0 0.0 0.0
H -1.3095 -5.1664 -1.4240 0.0 0.0 0.0
Cl -8.0598 4.3362 0.9338 0.0 0.0 0.0
C -6.3467 3.9486 0.8336 0.0 0.0 0.0
C -5.6103 3.6969 1.9872 0.0 0.0 0.1
C -4.2684 3.3958 1.9145 0.0 0.0 0.0
C -3.5554 3.3257 0.6719 0.0 -0.1 0.0
C -2.2244 2.9403 0.5817 0.1 0.0 -0.1
C -4.3538 3.6404 -0.4794 0.0 0.0 0.0
C -5.6977 3.9343 -0.3976 0.0 0.0 0.0
H -6.1030 3.7331 2.9529 0.0 0.0 0.0
H -3.7278 3.1900 2.8322 0.0 0.0 0.0
H -1.6869 3.0976 -0.3492 -0.1 0.1 -0.1
H -1.6108 2.8438 1.4722 -0.1 0.1 0.1
H -3.8793 3.6304 -1.4560 0.0 0.0 0.0
H -6.2576 4.1550 -1.2996 0.0 0.0 0.0
N -2.1292 -2.5415 -6.6328 0.0 0.0 0.0
C -1.4597 -1.8671 -5.9872 0.1 0.1 0.1
C -0.6116 -1.0293 -5.1803 0.0 0.0 -0.1
C 0.6139 -0.5744 -5.6576 0.0 0.0 -0.1
C 1.4016 0.1926 -4.8224 0.0 0.0 0.0
C 0.9383 0.4803 -3.5444 0.0 0.0 0.0
N -0.2385 0.0541 -3.0861 0.0 0.0 0.0
C -0.9934 -0.6858 -3.8876 -0.1 0.0 0.1
H 0.9341 -0.8300 -6.6592 0.0 0.0 0.0
H 2.3634 0.5659 -5.1458 0.0 0.0 0.0
H 1.5278 1.0806 -2.8588 0.0 0.0 0.0
H -1.9313 -1.0404 -3.4750 0.0 0.0 0.0

[3]
106
Properties=species:S:1:pos:R:3:forces:R:3 method="wB97M-V/def2-TZVPD" homo_lumo_gap_ev="6.16 / 5.50" homo_ev="-11.66 / -11.78" multiplicity=1 total_charge=+2 mol_weight_g_mol=1043.37 total_energy_ev=-159534.0072
Al -0.3989 0.0145 -0.0366 0.2 0.0 0.1
F -1.9103 0.8146 0.5557 0.0 0.0 -0.2
Ge -3.4132 1.5685 1.1158 -0.1 0.0 0.1
C -2.8564 1.6096 2.9677 0.0 0.0 0.1
C -3.7886 2.1195 3.8719 0.0 0.0 0.0
C -3.4671 2.3451 5.2011 0.0 0.0 0.0
C -2.1776 2.0919 5.6340 0.0 0.0 0.0
C -1.2380 1.5866 4.7480 0.0 0.0 0.0
C -1.5490 1.2979 3.4161 0.0 0.0 0.0
P -0.0800 0.6263 2.4757 0.0 0.0 0.1
C 0.6034 -0.7866 3.3771 0.0 0.0 0.0
C 0.1616 -1.2603 4.6084 0.0 0.0 0.0
C 0.8138 -2.3272 5.2134 0.0 0.0 0.0
C 1.8960 -2.9322 4.5937 0.0 0.0 0.0
C 2.3204 -2.4874 3.3476 0.0 0.0 0.0
C 1.6715 -1.4263 2.7381 0.0 0.0 0.0
C 1.0984 1.9971 2.6699 -0.1 0.1 0.0
C 0.6354 3.2815 2.3702 0.0 0.0 0.0
C 1.5015 4.3606 2.4042 0.0 0.0 0.0
C 2.8401 4.1663 2.7285 0.0 0.0 0.0
C 3.3025 2.8946 3.0289 0.0 -0.1 0.0
C 2.4355 1.8079 3.0027 0.0 0.0 0.0
C -3.2311 3.1289 -0.0158 0.0 0.1 0.0
C -4.2820 4.0455 0.0493 0.0 0.0 0.0
C -4.3844 5.1055 -0.8370 0.0 0.0 0.0
C -3.4327 5.2452 -1.8314 0.0 0.0 0.0
C -2.3771 4.3504 -1.9054 0.0 0.0 0.0
C -2.2278 3.2945 -1.0007 0.0 0.0 0.0
P -0.6814 2.2949 -1.3313 0.0 0.0 0.0
C -0.9215 1.8346 -3.0712 0.1 0.0 0.0
C -1.8444 0.8254 -3.3449 0.0 0.0 0.0
C -2.0983 0.4440 -4.6520 0.0 0.0 0.0
C -1.4212 1.0633 -5.6959 0.0 0.0 0.0
C -0.5049 2.0702 -5.4302 0.0 0.0 0.0
C -0.2570 2.4614 -4.1206 0.0 0.0 0.0
C 0.6989 3.4484 -1.2794 0.0 -0.1 0.0
C 0.5610 4.7419 -0.8525 0.1 0.1 0.0
C 1.6219 5.6591 -0.9169 -0.1 0.0 0.0
C 2.8495 5.2784 -1.5101 0.0 0.0 0.0
C 3.0628 3.9995 -1.8907 0.1 0.0 0.0
C 2.0747 2.9031 -1.6371 -0.1 -0.1 -0.1
C -4.5430 0.1975 0.3451 -0.1 -0.1 0.0
C -5.8916 0.5179 0.2118 0.0 0.0 0.0
C -6.7781 -0.3191 -0.4517 0.0 0.0 0.0
C -6.3030 -1.4870 -1.0155 0.0 0.0 0.0
C -4.9600 -1.8232 -0.8956 0.0 0.0 0.0
C -4.0539 -1.0142 -0.2105 0.0 0.0 0.0
P -2.3327 -1.7134 -0.0491 0.0 0.0 -0.1
C -2.3143 -2.4516 1.6072 0.0 0.0 0.0
C -3.2939 -2.1864 2.5601 0.0 0.0 0.0
C -3.2461 -2.8192 3.7970 0.0 0.0 0.0
C -2.2321 -3.7210 4.0778 0.0 0.0 0.0
C -1.2423 -3.9756 3.1344 0.0 0.0 0.0
C -1.2734 -3.3355 1.9086 0.0 0.0 0.0
C -2.1784 -3.0967 -1.1930 -0.1 -0.1 0.1
C -2.6915 -4.3605 -0.8880 0.0 0.0 0.0
C -2.5485 -5.4006 -1.7905 0.0 0.0 0.0
C -1.8904 -5.1892 -2.9975 0.0 0.0 0.0
C -1.3691 -3.9405 -3.3006 0.0 0.0 0.0
C -1.5078 -2.8956 -2.3975 0.0 0.0 0.0
H -4.7936 2.3601 3.5383 0.0 0.0 0.0
H -4.2099 2.7380 5.8824 0.0 0.0 0.0
H -1.8926 2.2934 6.6586 0.0 0.0 0.0
H -0.2279 1.4246 5.1045 0.0 0.0 0.0
H -0.6930 -0.8181 5.0998 0.0 0.0 0.0
H 0.4703 -2.6855 6.1758 0.0 0.0 0.0
H 2.4060 -3.7561 5.0760 0.0 0.0 0.0
H 3.1568 -2.9644 2.8526 0.0 0.0 0.0
H 2.0154 -1.0833 1.7661 0.0 0.0 0.0
H -0.4084 3.4446 2.1167 0.0 0.0 0.0
H 1.1359 5.3549 2.1795 0.0 0.0 0.0
H 3.5191 5.0092 2.7528 0.0 0.0 0.0
H 4.3427 2.7413 3.2863 0.0 0.0 0.0
H 2.8125 0.8215 3.2395 0.0 0.0 0.0
H -5.0532 3.9349 0.8062 0.0 0.0 0.0
H -5.2089 5.8020 -0.7607 0.0 0.0 0.0
H -3.5054 6.0491 -2.5522 0.0 0.0 0.0
H -1.6443 4.4824 -2.6921 0.0 0.0 0.0
H -2.3972 0.3511 -2.5382 0.0 0.0 0.1
H -2.8236 -0.3332 -4.8581 0.0 0.0 0.0
H -1.6135 0.7641 -6.7181 0.0 0.0 0.0
H 0.0151 2.5589 -6.2438 0.0 0.0 0.0
H 0.4443 3.2646 -3.9245 0.0 0.0 0.0
H -0.3945 5.0970 -0.4887 0.0 0.0 0.0
H 1.4669 6.6769 -0.5852 0.0 0.0 0.0
H 3.6190 6.0232 -1.6681 0.0 0.0 0.0
H 4.0033 3.7113 -2.3424 0.0 0.0 0.0
H 2.0077 2.2761 -2.5352 0.0 0.0 0.0
H -6.2725 1.4496 0.6192 0.0 0.0 0.0
H -7.8222 -0.0492 -0.5371 0.0 0.0 0.0
H -6.9712 -2.1484 -1.5517 0.0 0.0 0.0
H -4.6214 -2.7430 -1.3508 0.0 0.0 0.0
H -4.1150 -1.5165 2.3369 0.0 0.0 0.0
H -4.0190 -2.6235 4.5296 0.0 0.0 0.0
H -2.2108 -4.2302 5.0332 0.0 0.0 0.0
H -0.4479 -4.6772 3.3544 0.0 0.0 0.0
H -0.5054 -3.5497 1.1732 0.0 0.0 0.0
H -3.1955 -4.5322 0.0560 0.0 0.0 0.0
H -2.9465 -6.3786 -1.5527 0.0 0.0 0.0
H -1.7767 -6.0066 -3.6981 0.0 0.0 0.0
H -0.8430 -3.7814 -4.2332 0.0 0.0 0.0
H -1.0837 -1.9285 -2.6355 0.0 0.1 0.0
I 4.5349 1.2347 -0.6261 0.0 0.0 -0.1
C 2.5449 1.9832 -0.4847 0.0 0.1 0.0
H 1.9388 1.0804 -0.4512 -0.1 0.0 0.1
H 2.4870 2.5047 0.4659 0.0 0.0 0.0